(1)
Molecular formula: C16H27BrINO3V
Method: DFT, ωB97M-V/def2-TZVPD

Values from the calculation:
energy above the lowest of the compared OMol25 structures with the same formula, charge and spin = 9.54 kcal/mol
2S+1 = 4
expectation value of S² = 3.79
largest force on an atom = 3.968 eV/A

Last column: Löwdin spin population.
Element x y z (Å)
V (0.54408, -1.55845, 1.33202)  2.394
C (0.45615, 1.48523, 0.17971)  0.040
O (0.53358, 0.06694, -0.05600)  0.118
C (1.10564, -0.24758, -1.39957)  0.027
C (0.85479, -1.70374, -1.62454)  0.015
O (1.02085, -2.36938, -0.39505)  0.072
C (2.12398, -3.36124, -0.42769)  0.026
C (2.88594, -3.16483, 0.85516)  0.046
O (1.96403, -2.78728, 1.90203)  0.130
C (2.31896, -3.10099, 3.28570)  0.044
H (1.01927, 2.04104, -0.59647)  0.002
H (0.86245, 1.69843, 1.19577)  0.027
H (-0.60878, 1.82213, 0.13352)  0.002
H (2.16258, -0.03717, -1.26644)  0.012
H (0.68565, 0.28499, -2.25093)  0.002
H (1.45803, -2.11083, -2.43165)  0.001
H (-0.13573, -1.86468, -2.04161)  0.001
H (2.75245, -3.30918, -1.37087)  0.003
H (1.68415, -4.33786, -0.32100)  0.002
H (3.76555, -2.47284, 0.84198)  0.017
H (3.25730, -4.15042, 1.21926)  0.004
H (2.67839, -2.16614, 3.76924)  0.021
H (3.18693, -3.74890, 3.21627)  0.002
H (1.48037, -3.52875, 3.85230)  0.004
Br (1.16499, 7.91671, -1.06662)  0.000
C (0.42062, 6.79111, -2.52072)  0.000
C (1.30925, 6.02020, -3.32947)  0.000
C (0.77044, 5.23101, -4.35616)  0.000
C (-0.56546, 5.15758, -4.57019)  0.000
C (-1.44210, 5.97173, -3.89455)  0.000
C (-0.93008, 6.70423, -2.80196)  0.000
I (-2.39169, 7.84376, -1.80981)  0.000
H (2.39829, 6.28184, -3.31586)  0.000
H (1.48009, 4.58102, -4.95393)  0.000
H (-0.93174, 4.43489, -5.25409)  0.000
H (-2.44251, 6.00664, -4.13429)  0.000
C (-2.42604, -2.19239, 3.87682)  0.005
C (-2.20142, -2.39475, 2.34717)  0.024
C (-3.15998, -1.38272, 1.66192)  0.003
C (-2.48135, -3.83444, 1.96582)  -0.001
N (-0.88807, -2.02434, 1.90475)  -0.062
H (-3.57137, -1.96820, 3.97980)  0.001
H (-1.86208, -1.31349, 4.19555)  0.008
H (-2.19343, -3.06579, 4.42879)  0.001
H (-4.13221, -1.42252, 2.17006)  -0.001
H (-3.37754, -1.58568, 0.55625)  0.002
H (-2.76004, -0.30612, 1.65150)  0.005
H (-3.54931, -4.15213, 2.08478)  0.000
H (-1.94910, -4.54749, 2.65243)  0.001
H (-2.34471, -4.12917, 0.93085)  0.002



(2)
Molecular formula: C21H36Cl2N3O4Tl
Method: DFT, ωB97M-V/def2-TZVPD

Values from the calculation:
energy above the lowest of the compared OMol25 structures with the same formula, charge and spin = 12.95 kcal/mol
2S+1 = 1
largest force on an atom = 2.746 eV/A

Last column: Löwdin charge in e.
Element x y z (Å)
O (0.03143, 1.74976, -1.79380)  -0.207
C (-0.27757, 1.65956, -2.97910)  -0.311
C (0.55105, 2.34115, -4.00906)  -0.132
C (1.27653, 3.49411, -3.64948)  -0.007
H (1.16688, 3.88627, -2.63402)  0.105
C (2.10643, 4.11366, -4.58339)  -0.052
H (2.64351, 5.02750, -4.31761)  0.114
C (2.22390, 3.57980, -5.87658)  -0.062
H (2.83787, 4.08214, -6.62182)  0.108
C (1.55139, 2.40189, -6.22315)  -0.064
H (1.64680, 1.96844, -7.22212)  0.111
C (0.72585, 1.77906, -5.28710)  -0.015
H (0.20962, 0.84584, -5.51609)  0.110
H (-1.31151, 0.41582, -4.35352)  0.163
C (-2.72408, 1.85529, -3.44772)  -0.005
C (-1.53130, 0.86839, -3.37147)  -0.228
H (-3.67722, 1.31720, -3.43330)  0.077
H (-2.66223, 2.46244, -4.35951)  0.097
H (-2.68791, 2.54199, -2.58759)  0.112
C (-1.65234, -0.13879, -2.30780)  0.156
C (-2.86085, -0.53173, -1.61857)  0.015
H (-0.71810, -0.57409, -1.95461)  0.086
H (-3.76457, -0.31607, -2.21224)  0.099
H (-2.90949, -0.01784, -0.64201)  0.132
H (-2.82183, -1.60637, -1.37933)  0.130
Tl (1.64842, 2.10711, -0.08338)  0.614
Cl (-0.81336, 2.72484, 1.12812)  -0.229
Cl (1.91400, -0.76000, -1.33312)  -0.198
C (-2.66503, 0.23287, 2.19871)  -0.365
O (-2.58759, -0.78216, 1.52259)  -0.007
N (-2.91887, 0.27565, 3.53892)  -0.202
C (-2.89481, -0.96392, 4.29248)  -0.056
C (-3.67723, 1.36868, 4.12251)  -0.063
H (-2.49864, 1.24239, 1.75960)  0.004
H (-2.20590, -1.66371, 3.81387)  0.088
H (-3.89880, -1.40866, 4.35634)  0.089
H (-2.56567, -0.74222, 5.31371)  0.085
H (-3.54532, 2.25513, 3.49309)  0.086
H (-3.31423, 1.57121, 5.13764)  0.085
H (-4.74881, 1.11724, 4.19046)  0.088
H (0.34036, -6.09908, 1.22556)  0.089
H (2.42498, -5.34468, -0.23988)  0.089
C (-0.24280, -5.39436, 0.61060)  -0.071
C (1.67008, -4.74916, -0.78779)  -0.072
N (0.59717, -4.32582, 0.09737)  -0.212
H (-1.05421, -4.96431, 1.20286)  0.082
C (0.61568, -3.12052, 0.74396)  -0.350
O (0.05047, -2.89701, 1.80642)  -0.004
H (2.13398, -3.85648, -1.22393)  0.063
H (1.18506, -2.33095, 0.18428)  0.005
H (-0.64817, -5.95588, -0.24083)  0.079
H (1.25091, -5.38909, -1.57806)  0.080
C (3.40995, 0.52696, 4.30135)  -0.064
N (2.32149, 0.61345, 3.36290)  -0.161
C (1.17221, 1.40316, 3.71309)  -0.068
C (2.25882, -0.16028, 2.23567)  -0.547
C (3.51793, -0.85267, 1.80946)  -0.016
O (1.20399, -0.19023, 1.58897)  -0.123
H (3.33922, 1.35160, 5.01090)  0.083
H (4.37181, 0.57344, 3.78183)  0.081
H (3.38927, -0.41847, 4.86150)  0.095
H (1.00495, 2.21423, 2.99355)  0.013
H (0.25320, 0.81137, 3.69701)  0.085
H (1.33308, 1.82365, 4.70503)  0.083
H (3.86314, -1.56593, 2.56468)  0.089
H (3.32673, -1.36777, 0.86668)  0.029
H (4.31028, -0.11505, 1.63621)  0.090



(3)
Molecular formula: C3H8N2OS
Method: DFT, ωB97M-V/def2-TZVPD

Values from the calculation:
energy above the lowest of the compared OMol25 structures with the same formula, charge and spin = 14.44 kcal/mol
2S+1 = 1
SMILES = NC(=O)[C@@H](N)CS
largest force on an atom = 2.317 eV/A

Last column: Löwdin charge in e.
Element x y z (Å)
N (0.54821, 1.23764, -1.30595)  0.046
C (0.33942, 0.43528, -0.09923)  -0.420
C (-1.19916, 0.30511, 0.06468)  -0.530
S (-1.78933, 1.91621, 0.66904)  0.706
C (0.97536, -0.95172, -0.22282)  -0.501
N (1.23668, -1.66433, 0.91839)  0.162
O (0.94920, -1.50287, -1.30528)  0.056
H (1.39210, 1.77120, -1.12039)  0.078
H (0.76664, 0.66687, -2.11555)  0.076
H (0.66291, 0.91171, 0.82138)  0.115
H (-1.45025, -0.47207, 0.79883)  0.071
H (-1.70743, -0.03019, -0.84480)  0.086
H (-2.93380, 1.42860, 1.18783)  -0.147
H (0.83813, -1.40630, 1.80061)  0.098
H (1.37132, -2.64515, 0.75325)  0.105



(4)
Molecular formula: C21H10BBrF8I2N3OPPd
Method: DFT, ωB97M-V/def2-TZVPD

Values from the calculation:
E_tot = -149893.9061 eV
2S+1 = 1
total charge = -2
largest force on an atom = 0.729 eV/A

Last column: Löwdin charge in e.
Element x y z (Å)
Pd (0.61665, 1.38987, 1.73943)  0.167
F (3.60747, -4.60347, -0.39352)  0.117
C (2.84387, -3.50735, -0.34628)  -0.139
C (1.92656, -3.25917, -1.34254)  -0.136
F (1.80541, -4.11598, -2.36371)  0.113
C (1.14099, -2.12105, -1.28375)  -0.208
F (0.30371, -1.94674, -2.31382)  0.098
C (1.22217, -1.20996, -0.23972)  -0.253
P (0.11766, 0.28790, -0.12581)  0.877
C (-1.50153, -0.29608, -0.74122)  -0.358
C (-1.94873, -1.59846, -0.52879)  -0.101
C (-3.23492, -1.96558, -0.88555)  -0.076
C (-4.09843, -1.03191, -1.44582)  -0.090
C (-3.65690, 0.26041, -1.67478)  -0.069
C (-2.36267, 0.62747, -1.32988)  -0.141
C (0.83464, 1.14387, -1.60042)  -0.363
C (0.41270, 0.92863, -2.90914)  -0.089
C (1.06965, 1.53592, -3.97151)  -0.084
C (2.15782, 2.36359, -3.74003)  -0.098
C (2.57246, 2.60037, -2.43638)  -0.081
C (1.91275, 1.99787, -1.37702)  -0.119
C (2.17920, -1.47355, 0.74338)  -0.533
Br (2.51963, -0.29941, 2.17683)  1.037
C (2.97272, -2.60337, 0.68953)  -0.260
F (3.89464, -2.85518, 1.62598)  0.072
H (-1.30424, -2.32037, -0.04891)  0.101
H (-3.56872, -2.97905, -0.70195)  0.100
H (-5.11748, -1.30975, -1.68651)  0.096
H (-4.32075, 1.00383, -2.09670)  0.106
H (-2.03995, 1.64575, -1.49755)  0.043
H (-0.44204, 0.29654, -3.10507)  0.097
H (0.72257, 1.36153, -4.98258)  0.097
H (2.66939, 2.83520, -4.57016)  0.094
H (3.39836, 3.27168, -2.23836)  0.101
H (2.21584, 2.21764, -0.35957)  0.079
O (-0.63008, -1.32592, 2.02884)  -0.240
N (-1.51505, -0.51301, 2.42762)  -0.081
C (-2.41479, -0.98018, 3.27837)  -0.325
C (-2.39935, -2.34711, 3.72465)  -0.218
N (-2.39301, -3.44038, 4.08891)  0.114
C (-3.48993, -0.14082, 3.71416)  -0.212
N (-4.40076, 0.46628, 4.07247)  0.117
F (2.92403, 3.90594, 4.15447)  0.122
B (2.31770, 2.67739, 4.36412)  -1.243
F (3.18064, 1.63148, 3.95540)  -0.012
F (1.93818, 2.50137, 5.68364)  0.125
F (1.12615, 2.59903, 3.53103)  -0.048
I (-0.98834, 3.10775, 0.72083)  0.303
I (-2.77591, 5.58655, -0.38259)  -0.601



(5)
Molecular formula: C2H4NO2S
Method: DFT, ωB97M-V/def2-TZVPD

Values from the calculation:
energy above the lowest of the compared OMol25 structures with the same formula, charge and spin = 39.27 kcal/mol
2S+1 = 1
total charge = -1
largest force on an atom = 3.687 eV/A

Last column: Löwdin charge in e.
Element x y z (Å)
C (0.50112, 0.87253, -3.72398)  -0.490
C (0.32405, 0.27030, 0.92697)  -0.448
N (-1.52546, 0.31172, -1.27522)  -0.602
O (1.23944, 1.58089, -3.20828)  0.161
O (-0.08322, 0.14952, -4.40213)  0.170
S (-0.54355, 1.35491, -0.37833)  0.417
H (-0.01052, -0.64477, 0.38727)  -0.013
H (-0.15865, 0.41251, 1.90530)  -0.014
H (1.34339, 0.25846, 1.09490)  -0.047
H (-2.44620, 0.48433, -0.78496)  -0.135